Entry 1:
# C4H7NO

A single C4H7NO molecule (ωB97M-V with the def2-TZVPD basis set, the OMol25 dataset).

Last column: Löwdin charge in e.
CARTESIAN COORDINATES (ANGSTROEM)
C: -1.59485 -0.25290 0.44000  -0.077
C: -0.46277 0.80254 0.12520  -0.175
C: 0.14819 -0.07278 -0.88575  -0.205
N: 1.15740 -0.84413 -0.75860  0.087
C: 2.18961 -0.35078 0.02756  -0.345
O: 2.34135 0.81913 0.31763  0.019
H: -1.54848 -1.19488 -0.14020  0.082
H: -2.56903 0.17662 0.23248  0.072
H: -1.46902 -0.56166 1.47477  0.080
H: 0.15424 1.02159 0.99904  0.101
H: -0.83078 1.75232 -0.28602  0.121
H: -0.47672 -0.19063 -1.77143  0.128
H: 2.96084 -1.10444 0.22530  0.114

The SMILES is CC/C=N\C=O. The HOMO energy comes out at -9.69 eV. Its energy above the lowest of the compared OMol25 structures with the same formula, charge and spin is 201.1 kJ/mol. Its frontier orbital gap is 0.370 Ha. The value obtained for the LUMO energy is 0.4 eV. As for the spin multiplicity: 1.

---

Entry 2:
# C4H6CrO3

C4H6CrO3 as an isolated structure in a non-equilibrium geometry (ωB97M-V with the def2-TZVPD basis set, the OMol25 dataset).

Last column: Mulliken spin population.
CARTESIAN COORDINATES (ANGSTROEM)
O: 1.74457 -0.39845 1.45587  0.019
O: 0.68446 0.88261 -0.01052  0.060
O: -0.26489 -1.02194 0.68360  -0.033
C: -0.25615 0.92265 -1.08315  0.126
C: -0.06356 2.18790 -1.83517  -0.064
C: 0.76748 -0.13767 0.80783  -0.036
H: -0.79307 2.24816 -2.65216  0.015
H: -0.19794 3.07489 -1.19076  0.014
H: 0.94818 2.25854 -2.27318  0.012
Cr: -1.37536 -0.75408 -1.05773  4.889
C: -0.28494 -2.11739 1.62372  -0.006
H: 0.61035 -2.73819 1.52464  -0.002
H: -1.17360 -2.70343 1.37278  0.007
H: -0.34553 -1.70360 2.63424  0.000

The HOMO energy (alpha / beta) comes out at -12.39 / -15.66 eV. Its energy above the lowest of the compared OMol25 structures with the same formula, charge and spin is 0.0 kJ/mol. Its frontier orbital gap (alpha / beta) is 0.257 / 0.368 Ha. The value obtained for the LUMO energy (alpha / beta) is -5.4 / -5.6 eV. As for the total charge: +1. As for the spin multiplicity: 6.

---

Entry 3:
# C4H6AuO5

C4H6AuO5 as an isolated structure in a non-equilibrium geometry (ωB97M-V with the def2-TZVPD basis set, the OMol25 dataset).

Last column: Mulliken spin population.
CARTESIAN COORDINATES (ANGSTROEM)
O: 2.27935 -1.55953 2.05148  0.027
C: 1.63555 -1.15951 0.99538  -0.015
O: 0.34756 -0.81706 1.18921  0.128
O: 2.24878 -0.66318 0.04985  0.363
H: 1.71832 -1.82707 2.79256  0.002
C: 1.03208 0.86828 -1.41144  0.041
C: -0.09756 1.36781 -0.76507  0.493
O: -1.18049 0.41754 -0.78123  0.180
C: -2.43929 0.80195 -0.68089  0.064
O: -2.98579 -0.27939 -0.12875  0.025
Au: -1.24788 -1.28512 0.31544  0.677
H: 1.81865 1.60690 -1.56736  -0.003
H: 0.90294 -0.05868 -1.97731  0.017
H: -0.48274 2.35518 -1.02023  0.007
H: 0.39876 0.46303 0.96327  -0.006
H: -3.94824 -0.23118 -0.02489  -0.001

The HOMO energy (alpha / beta) comes out at -24.47 / -24.19 eV. Its frontier orbital gap (alpha / beta) is 0.343 / 0.208 Ha. The value obtained for the LUMO energy (alpha / beta) is -15.1 / -18.5 eV. As for the total charge: +3. As for the spin multiplicity: 3.

---

Entry 4:
# C6H6NO3S2

An isolated ion of composition C6H6NO3S2 and charge +1 in a non-equilibrium geometry (ωB97M-V with the def2-TZVPD basis set, the OMol25 dataset).

Last column: Löwdin charge in e.
CARTESIAN COORDINATES (ANGSTROEM)
C: 2.86923 -0.39088 -0.28530  -0.258
C: 3.29661 -1.74433 -0.19081  -0.331
C: -0.10372 1.85621 0.06479  -0.533
C: -0.75116 0.96789 -0.89755  0.044
C: -2.01398 0.48754 -0.61558  -0.177
C: -1.99034 -0.39094 0.74757  -0.538
N: 2.05167 0.50989 -0.48307  -0.242
O: 3.82027 -0.76063 0.65560  0.234
O: 3.29510 -2.86695 -0.40811  0.273
O: -0.68642 2.55184 0.85913  0.101
S: 1.84306 2.09753 -0.07847  1.091
S: -1.56866 -2.06019 0.43261  0.801
H: -0.23727 0.93417 -1.82564  0.126
H: -2.46544 -0.04564 -1.51584  0.160
H: -2.79835 1.16084 -0.27115  0.167
H: -1.31817 0.12282 1.49100  0.104
H: -2.91351 -0.32903 1.25722  0.066
H: -0.32891 -2.10011 1.06360  -0.089

The HOMO energy (alpha / beta) comes out at -13.49 / -12.99 eV. Its energy above the lowest of the compared OMol25 structures with the same formula, charge and spin is 316.0 kJ/mol. Its frontier orbital gap (alpha / beta) is 0.229 / 0.175 Ha. The value obtained for the LUMO energy (alpha / beta) is -7.3 / -8.2 eV. As for the total charge: +1. As for the spin multiplicity: 1.

---

Entry 5:
# C5H8N2

A single C5H8N2 molecule in a non-equilibrium geometry (ωB97M-V with the def2-TZVPD basis set, the OMol25 dataset).

Last column: Löwdin charge in e.
CARTESIAN COORDINATES (ANGSTROEM)
C: -1.98127 0.40421 0.17674  -0.058
C: -0.70056 -0.28802 -0.36884  -0.196
C: 0.60512 0.45120 -0.64598  -0.299
C: 0.44582 1.89051 -0.69476  -0.179
N: 0.16311 2.99193 -0.90214  0.152
N: 0.52770 -0.29740 0.56257  -0.072
C: 1.64640 -1.27340 0.75325  -0.072
H: -1.80431 1.38250 0.63520  0.069
H: -2.74846 0.57460 -0.59966  0.080
H: -2.47070 -0.23090 0.92821  0.074
H: -0.99044 -1.14532 -0.98665  0.131
H: 1.37464 0.10941 -1.35501  0.142
H: 2.35696 -1.33743 -0.09357  0.075
H: 1.32159 -2.29209 0.98140  0.075
H: 2.25438 -0.93980 1.60924  0.079

The SMILES is C[C@H]1[C@@H](C#N)N1C. The HOMO energy comes out at -9.54 eV. Its energy above the lowest of the compared OMol25 structures with the same formula, charge and spin is 227.5 kJ/mol. Its frontier orbital gap is 0.384 Ha. The value obtained for the LUMO energy is 0.9 eV. As for the spin multiplicity: 1.

---

Entry 6:
# H2N2O3S

A single H2N2O3S molecule in a non-equilibrium geometry (ωB97M-V with the def2-TZVPD basis set, the OMol25 dataset).

Last column: Löwdin charge in e.
CARTESIAN COORDINATES (ANGSTROEM)
N: 0.14227 -0.26095 0.02540  -0.198
N: -0.22968 -0.16782 2.62176  -0.526
O: -1.26396 0.31515 2.31849  0.064
O: 0.31365 -2.24635 1.37491  -0.436
O: 0.29822 -0.21259 3.73958  -0.008
S: 0.88939 -0.94767 1.31876  0.911
H: 0.01355 -1.03034 -0.62995  0.061
H: 0.76125 0.63993 -0.21630  0.131

The HOMO energy comes out at -10.12 eV. Its energy above the lowest of the compared OMol25 structures with the same formula, charge and spin is 191.6 kJ/mol. Its frontier orbital gap is 0.365 Ha. The value obtained for the LUMO energy is -0.2 eV. As for the spin multiplicity: 1.

---

Entry 7:
# C21H40ClN2O7S4

A 4-piece molecular cluster, C21H40ClN2O7S4 overall in a non-equilibrium geometry (ωB97M-V with the def2-TZVPD basis set, the OMol25 dataset).

Last column: Löwdin charge in e.
CARTESIAN COORDINATES (ANGSTROEM)
C: 0.45955 -2.74608 1.91019  -0.110
O: 0.26010 -4.17102 1.72190  -0.222
C: 0.48298 -4.54530 0.34589  -0.207
C: -0.76216 -5.32328 -0.30060  -0.130
C: -1.85225 -4.30102 -0.90094  -0.131
C: -2.76923 -3.72743 0.26355  -0.253
C: -3.92459 -4.63981 0.89682  -0.244
N: -3.25769 -5.30004 2.07264  0.050
C: -3.78000 -6.48931 2.13986  -0.649
S: -3.87345 -8.10768 2.47766  0.735
C: -4.90658 -3.54283 1.62234  -0.073
C: -4.10747 -2.14366 1.38934  -0.130
N: -3.51990 -2.43048 0.03158  -0.469
Cl: -2.71056 -1.16596 -0.81467  0.866
H: 1.55282 -2.47654 1.73175  0.110
H: -0.20835 -2.11175 1.23279  0.078
H: 0.18246 -2.49252 2.98319  0.091
H: 1.35505 -5.28829 0.30645  0.134
H: 0.80196 -3.65383 -0.29307  0.135
H: -0.34100 -5.99713 -1.11798  0.128
H: -1.31194 -5.98708 0.43207  0.109
H: -1.40155 -3.52278 -1.58544  0.104
H: -2.53469 -4.94993 -1.55821  0.124
H: -2.02870 -3.43071 1.06822  0.132
H: -4.53984 -5.25386 0.17418  0.160
H: -5.04946 -3.62466 2.73791  0.134
H: -5.88388 -3.52996 1.04718  0.123
H: -4.79612 -1.25677 1.50070  0.146
H: -3.35901 -2.15966 2.25286  0.154
H: -4.37639 -2.65310 -0.51566  0.158
C: -0.84258 3.22641 -0.53628  -0.211
C: 0.48485 3.81359 -1.01969  -0.207
C: 1.49139 2.66257 -1.10892  -0.210
S: 0.53400 1.18517 -1.42657  0.653
O: 0.64946 0.30308 -0.28428  -0.351
O: 0.78550 0.73323 -2.77592  -0.325
C: -1.06696 1.97303 -1.37178  -0.248
H: -1.66444 3.93542 -0.64855  0.122
H: -0.76595 2.96196 0.52340  0.120
H: 0.34623 4.25920 -2.00841  0.078
H: 0.84451 4.59995 -0.35367  0.125
H: 2.20333 2.81185 -1.92039  0.107
H: 2.02474 2.52291 -0.16736  0.109
H: -1.80070 1.29376 -0.93813  0.038
H: -1.34860 2.22828 -2.39537  0.115
C: 1.71616 -1.23455 5.09433  -0.242
C: 2.78215 -2.28441 4.77348  -0.219
C: 4.09463 -1.54142 4.51279  -0.218
S: 4.00863 -0.02565 5.46188  0.667
O: 3.97699 1.08978 4.54526  -0.320
O: 4.94652 -0.09513 6.55692  -0.317
C: 2.35995 -0.28401 6.09568  -0.232
H: 0.80886 -1.68844 5.49841  0.114
H: 1.44633 -0.69153 4.18238  0.111
H: 2.90209 -2.95471 5.62994  0.123
H: 2.50007 -2.89748 3.91544  0.093
H: 4.95782 -2.12186 4.83753  0.107
H: 4.20114 -1.27465 3.46035  0.105
H: 1.84036 0.66968 6.17868  0.110
H: 2.45007 -0.74998 7.07880  0.111
C: 2.51493 5.90921 -5.76448  -0.223
C: 1.50575 6.07058 -6.90374  -0.215
C: 0.10612 6.03903 -6.28487  -0.222
S: 0.28498 6.65066 -4.61200  0.678
O: -0.02033 5.57555 -3.69264  -0.339
O: -0.33840 7.94862 -4.50913  -0.315
C: 2.05616 6.86200 -4.66767  -0.230
H: 3.53231 6.13277 -6.08953  0.119
H: 2.49576 4.87816 -5.39744  0.118
H: 1.66742 7.03231 -7.39979  0.121
H: 1.62015 5.29013 -7.65821  0.117
H: -0.58989 6.67685 -6.82918  0.106
H: -0.28524 5.02210 -6.23224  0.105
H: 2.48805 6.63621 -3.69338  0.108
H: 2.25917 7.90003 -4.93763  0.112

The HOMO energy comes out at -11.92 eV. Its frontier orbital gap is 0.294 Ha. The value obtained for the LUMO energy is -3.9 eV. As for the total charge: +1. As for the spin multiplicity: 1.